Below is a 24-piece molecular cluster, C26H97N3O28S overall in a non-equilibrium geometry, with properties calculated with ωB97M-V/def2-TZVPD.

Geometry as XYZ:
```
155
Properties=species:S:1:pos:R:3:lowdin_charge:R:1
S 2.0856 5.6302 1.1131 1.006
O 1.5568 -5.8777 -0.0863 -0.043
O 3.4599 7.9472 -3.6537 -0.053
O -2.8326 9.8346 -1.1611 -0.061
O -4.1621 0.1926 -6.3277 -0.060
O -3.9408 -7.9284 0.6986 -0.040
O 0.2207 -0.1296 -0.1626 -0.082
O -6.7363 -6.8289 -4.0828 -0.063
O 4.7489 -3.4988 -0.2837 -0.051
O -3.6323 -5.2002 -0.2236 -0.061
O -0.9161 -4.5397 -2.8644 -0.060
O -1.1401 6.9533 5.3741 -0.063
O -3.2249 -7.8509 -2.9816 -0.065
O -4.0787 -2.3982 0.0799 -0.062
O -1.1467 9.1313 8.0180 -0.063
O 0.3020 -2.1029 1.8592 -0.126
O -3.7239 1.1854 -3.4918 -0.058
O 4.3478 4.6396 -5.1440 -0.056
O 2.5117 4.9519 -2.9359 -0.051
O 1.9061 1.9972 -4.2912 -0.071
O -6.0396 -3.6519 -3.4523 -0.050
O -1.1108 -4.8548 1.1532 -0.048
O -5.7987 -2.3634 -5.8003 -0.057
O 0.4843 -3.4165 -5.7261 -0.062
O 2.5948 0.6560 5.9873 -0.200
O -0.3782 -7.3709 -1.8762 -0.048
O 0.1330 7.4887 0.6414 0.041
O 1.0447 -8.9628 -3.9537 -0.045
O -3.3651 4.5931 0.7497 -0.055
N -0.3710 6.1527 2.2228 0.022
N -1.6043 0.9478 0.9414 0.017
N -1.4024 7.0073 2.0601 0.024
C 3.7144 -0.2024 6.1556 -0.090
C 0.5584 6.4350 1.3593 -0.658
C 0.2083 1.8028 4.9184 -0.197
C 2.6239 -1.3915 1.2990 -0.154
C 2.9861 1.0698 -4.3021 -0.243
C 3.9946 -1.2485 2.0535 -0.181
C -0.8439 -0.2656 0.7836 -0.311
C 3.3066 0.4772 -2.9114 -0.171
C 2.1097 0.5137 -1.9282 -0.195
C 0.3393 0.1294 3.0568 -0.118
C 1.6676 -2.2044 2.1968 -0.201
C 4.4340 1.1299 1.1538 -0.180
C -0.3739 -0.8674 2.1392 -0.215
C 1.3958 0.0758 6.4577 -0.258
C 1.8364 3.9527 1.8174 -0.435
C 3.3005 2.1145 0.8618 -0.219
C 0.0640 -2.3357 -1.2496 -0.024
C 3.2038 3.2474 1.9332 -0.232
C -0.6023 1.1557 3.7629 -0.165
C 0.1899 0.9967 6.2343 -0.157
C -0.0536 -0.8170 -1.3836 -0.341
C -1.0810 7.8217 1.0926 -0.140
C -3.5502 0.4559 -0.5182 -0.100
C -2.2935 1.3289 -0.3094 -0.238
C 4.1956 0.2439 2.4118 -0.200
C 0.9246 -0.3090 -2.4961 -0.099
H -0.2818 2.7623 5.1373 0.109
H 0.8865 -0.3400 3.8809 0.098
H 0.0268 -3.5789 -4.8906 0.003
H -3.8552 4.6680 1.5749 0.041
H 4.8334 -1.5701 1.4297 0.087
H 4.4921 0.4377 0.2984 0.102
H -5.5127 -3.2723 -5.9329 0.042
H 2.8448 -1.9129 0.3673 0.092
H -1.6503 1.3452 -1.1982 0.102
H 0.1960 1.7251 7.0569 0.110
H 1.2017 -0.8910 5.9557 0.111
H -0.8615 6.8097 4.4615 -0.011
H -4.5914 1.5036 -3.7594 0.036
H 3.5760 4.5427 -4.5705 -0.013
H -4.3493 1.1159 -0.8621 0.066
H -5.9075 -7.0345 -4.5280 0.033
H -1.3117 -1.1417 2.6470 0.154
H 2.2485 2.7876 -3.8566 0.049
H -3.8317 0.0166 0.4401 0.062
H 4.0354 3.9289 1.7344 0.099
H -4.3696 -0.7313 -6.1336 0.009
H 1.8898 -2.0552 3.2630 0.112
H 3.0110 8.5228 -4.2812 0.043
H 1.3407 4.0243 2.7904 0.073
H 1.3478 -9.7557 -4.4069 0.046
H -1.4683 0.6375 4.1857 0.115
H 5.4078 1.6312 1.1868 0.115
H -1.0583 -0.5790 -1.7553 0.127
H 5.0085 0.3598 3.1380 0.102
H 3.3895 -1.2082 6.4449 0.087
H -0.8726 1.9600 3.0821 0.088
H 1.3620 -3.1255 -5.4600 0.025
H -1.5454 -1.0046 0.3653 0.132
H 0.2248 -8.0640 -2.1770 0.027
H -3.3775 10.4013 -1.7163 0.040
H 1.5169 -0.1368 7.5327 0.124
H -1.7167 -4.7265 1.8918 0.057
H -2.6263 2.3606 -0.1617 0.088
H 1.7566 1.5426 -1.8019 0.106
H 2.1437 -5.1160 -0.0392 0.023
H 4.5752 3.7400 -5.3984 0.026
H 2.3103 1.6497 0.7833 0.081
H -0.7482 0.4422 6.3451 0.115
H 0.5978 -8.4520 -4.6379 0.051
H -2.7492 5.3319 0.7771 -0.004
H 2.4831 0.1065 -0.9863 0.077
H 1.3494 -1.1552 -3.0460 0.107
H -6.6676 -5.8894 -3.8806 -0.005
H 4.2832 -0.2676 5.2210 0.063
H -6.5373 -2.4388 -5.1881 0.028
H -4.6047 0.3684 -7.1631 0.039
H 1.9423 -3.2595 2.0157 0.122
H -0.1732 -7.2614 -0.9425 0.032
H 0.0896 -2.8466 -2.2298 0.066
H -6.4740 -3.8705 -2.6200 0.053
H 1.8794 4.9337 -2.2095 0.043
H 4.3866 -3.6520 0.5953 0.022
H -2.0085 7.3598 5.2882 0.034
H -4.7612 -3.0756 0.1191 0.025
H -0.7633 -5.4833 -2.9979 0.022
H 3.2653 0.5997 2.8776 0.088
H 3.0605 5.7258 -2.7536 0.034
H 4.1633 0.9711 -2.4307 0.099
H 4.3761 0.2308 6.9161 0.091
H -1.6579 -4.5075 -2.2480 0.038
H -3.2575 1.0579 -4.3270 0.018
H -3.3651 -0.3526 -1.2242 0.045
H -4.7012 -8.5140 0.7857 0.053
H -0.9252 1.6923 1.1036 0.096
H 1.1326 3.4370 1.1569 0.073
H -0.5222 -4.0842 1.2024 0.023
H -1.7023 8.6262 0.7107 0.125
H 3.8837 1.6163 -4.6405 0.097
H -2.9187 -5.6666 0.2268 0.001
H 1.0750 0.7405 2.5142 0.103
H 3.8339 7.2508 -4.2092 0.027
H 3.4761 2.6050 -0.1078 0.115
H 1.2210 2.0661 4.5937 0.096
H -2.3441 -7.5549 -2.7156 -0.011
H 4.0155 -1.7984 3.0045 0.102
H 2.8208 0.2847 -5.0428 0.116
H -5.2135 -3.2289 -3.1855 0.063
H -1.7120 9.6880 7.4740 0.028
H 5.6380 -3.1688 -0.1169 0.041
H 3.5887 -0.5834 -2.9855 0.110
H -3.2287 -8.3983 1.1459 0.052
H 0.3657 0.3414 -3.1723 0.112
H -3.3203 -2.8203 0.4987 0.015
H 0.9187 -2.6246 -0.6323 0.075
H 2.2620 -0.3790 1.1548 0.066
H -2.6153 9.0826 -1.7226 0.038
H 3.2611 2.7501 2.9053 0.102
H 0.9508 -5.7497 0.6552 0.011
H -3.6809 -7.9883 -2.1448 0.014
H -4.3870 -5.7901 -0.1324 0.027
H -0.9244 8.3878 7.4436 0.009
H -0.8416 -2.7063 -0.7450 0.066
```

Results
Gap between HOMO and LUMO: 8.5 eV
Charge: 0
Calculated total energy: -101169.4066 eV

=====

Below is a 2-piece molecular cluster, C4H14NO2 overall in a non-equilibrium geometry, with properties calculated with ωB97M-V/def2-TZVPD.

Geometry as XYZ:
```
21
Properties=species:S:1:pos:R:3:nbo_charge:R:1
O 0.2591 -2.8596 0.4047 -0.969
O -2.1367 -0.4989 0.1055 -0.713
N 0.7679 -0.4558 -0.9504 -0.702
C -0.1769 0.6979 -0.6362 -0.048
C 0.0387 1.1133 0.7954 -0.437
C -1.5829 0.2123 -0.9575 -0.083
C 1.4657 1.6270 1.1238 -0.614
H 1.7655 -0.3026 -0.8147 0.436
H 0.0953 1.4592 -1.3642 0.223
H -1.5569 -0.3822 -1.8919 0.164
H 0.4864 -1.2832 -0.3909 0.474
H -0.6647 1.8977 1.0710 0.249
H -2.1630 1.0812 -1.2818 0.206
H 0.7637 -3.1694 1.1705 0.499
H -0.3685 -3.5888 0.2850 0.506
H 2.2308 1.2746 0.4372 0.179
H 1.5602 2.7053 1.1424 0.237
H -3.0732 -0.2817 0.1706 0.498
H 1.7891 1.2377 2.0795 0.233
H 0.6579 -0.7342 -1.9245 0.429
H -0.1578 0.2502 1.4264 0.233
```

Results
Energy above the lowest of the compared OMol25 structures with the same formula, charge and spin: 74.71 kJ/mol
Gap between HOMO and LUMO: 11.6 eV
Charge: +1
Calculated total energy: -9953.9867 eV

=====

Below is C12H44AgF2NO16S2Y as an isolated structure in a non-equilibrium geometry, with properties calculated with ωB97M-V/def2-TZVPD.

Geometry as XYZ:
```
79
Properties=species:S:1:pos:R:3:mulliken_spin:R:1
Ag 22.7476 20.0475 -19.5931 0.098
Y 25.3409 22.5255 -20.7470 1.123
S 28.0271 20.3608 -19.9232 0.005
S 28.1831 22.2160 -18.7380 0.059
F 27.3022 19.6122 -21.1389 0.010
F 27.0118 23.2180 -18.2285 0.008
O 26.7713 24.5615 -20.6957 -0.047
O 21.6260 18.1795 -20.4682 -0.002
O 28.1940 22.8512 -24.5798 0.000
O 20.1768 20.1648 -24.6596 0.000
O 21.0223 21.2220 -20.3354 -0.001
O 25.7933 22.5002 -23.0884 0.250
O 23.5852 23.8212 -28.3858 0.000
O 21.6485 24.8210 -22.6516 0.002
O 24.0997 20.5087 -21.4169 0.173
O 22.6052 18.8339 -25.6428 0.001
O 28.4422 21.5026 -17.4765 0.020
O 24.0226 18.3798 -18.6998 0.003
O 29.3249 20.5360 -20.6139 0.011
O 29.1282 23.1542 -19.2363 0.003
O 27.1540 16.0080 -23.7118 0.000
O 27.9693 19.3206 -18.9031 0.001
N 27.0559 21.5360 -19.8779 -0.052
C 23.9351 23.3774 -27.0643 0.002
C 20.3653 21.4989 -24.9934 -0.001
C 26.9534 17.2578 -24.3089 -0.001
C 22.3797 24.7427 -23.8542 0.026
C 27.6211 24.8462 -21.7994 0.012
C 21.0993 18.0559 -21.7980 -0.002
C 23.5051 19.5319 -26.5308 -0.007
C 24.3251 20.3115 -22.7820 -0.039
C 25.0059 17.6751 -19.4445 0.000
C 24.8897 21.5418 -23.6813 0.214
C 20.8161 21.8925 -21.5197 0.004
C 28.9734 21.7109 -24.4452 -0.003
H 24.4912 19.0998 -26.3609 0.001
H 20.1183 21.6367 -26.0461 0.000
H 24.1373 18.0829 -17.7940 0.000
H 21.8838 17.7677 -22.4977 0.001
H 29.0167 21.3941 -23.4032 0.002
H 22.2961 24.6127 -21.9743 0.029
H 20.2954 22.8294 -21.3222 -0.005
H 20.2028 21.1658 -22.0525 0.003
H 20.2231 21.3893 -19.8304 -0.002
H 23.4255 24.9991 -23.6847 -0.011
H 25.1824 21.2225 -24.6815 -0.015
H 23.0084 17.9894 -25.4283 0.000
H 20.6890 18.9820 -22.2008 0.001
H 29.9699 21.9708 -24.8024 0.000
H 23.9511 22.0319 -23.9403 0.012
H 27.0881 17.2232 -25.3900 0.000
H 26.0469 17.7898 -24.0202 0.002
H 27.8495 15.5585 -24.1974 0.000
H 21.4242 21.7297 -24.8775 -0.001
H 27.8043 17.8732 -24.0166 -0.001
H 23.4478 19.8496 -23.2350 -0.012
H 28.5256 24.2421 -21.7281 -0.001
H 23.2101 19.4587 -27.5776 0.000
H 23.0623 23.1181 -28.7779 0.000
H 27.9131 25.8945 -21.7372 0.001
H 22.0899 25.3969 -24.6765 0.000
H 27.1211 24.7791 -22.7657 0.000
H 25.0179 17.7970 -20.5276 0.003
H 24.9627 16.6122 -19.2072 0.000
H 22.4239 23.7076 -24.1931 -0.018
H 28.6192 20.8568 -25.0224 0.000
H 23.6586 20.5757 -26.2570 0.006
H 19.7359 22.0979 -24.3352 0.000
H 25.9930 17.9282 -19.0576 -0.001
H 20.8931 19.6649 -25.0579 0.000
H 25.0662 19.5138 -22.8312 0.104
H 21.6715 22.0902 -22.1657 0.021
H 27.3460 22.7057 -24.1541 0.001
H 27.1208 25.1079 -19.9879 0.008
H 20.2991 17.3167 -21.7626 0.000
H 24.5859 24.1211 -26.6043 -0.001
H 21.7294 17.3032 -20.0900 0.000
H 24.5861 22.5211 -27.2402 0.000
H 23.0488 23.0707 -26.5089 0.000
```

Results
2S+1: 3
Energy above the lowest of the compared OMol25 structures with the same formula, charge and spin: 0.00 kJ/mol
Gap between HOMO and LUMO (spin up / spin down): 4.9 / 4.8 eV
Charge: +1
Calculated total energy: -79538.3984 eV